# 1
C32H52BClHfN7O5S | ωB97M-V/def2-TZVPD

CARTESIAN COORDINATES (ANGSTROEM)
Hf (0.27, -0.94, -1.31)
C (-4.53, -1.64, -1.80)
C (-3.51, -2.04, -0.73)
C (-4.21, -2.81, 0.40)
C (-2.84, -0.82, -0.15)
C (-3.51, 0.21, 0.49)
C (-2.55, 1.13, 0.88)
C (-2.80, 2.44, 1.56)
C (-3.10, 3.50, 0.50)
C (-3.95, 2.33, 2.56)
N (-1.35, 0.66, 0.50)
N (-1.52, -0.55, -0.15)
B (0.08, 1.25, 0.81)
N (0.80, 1.91, -0.42)
N (1.29, 1.10, -1.44)
C (1.87, 1.93, -2.34)
C (1.74, 3.23, -1.89)
C (1.09, 3.20, -0.68)
C (0.94, 4.49, 0.13)
C (0.15, 4.54, 1.43)
C (2.35, 5.03, 0.40)
C (2.61, 1.69, -3.65)
C (1.76, 2.04, -4.87)
C (3.38, 0.40, -3.87)
N (0.99, 0.13, 1.36)
N (1.25, -1.06, 0.70)
C (2.11, -1.76, 1.47)
C (2.39, -1.01, 2.61)
C (1.68, 0.17, 2.51)
C (1.60, 1.30, 3.50)
C (0.30, 1.23, 4.30)
C (2.81, 1.30, 4.42)
C (2.68, -3.16, 1.34)
C (1.89, -4.14, 2.22)
C (2.94, -3.77, -0.03)
H (-4.99, -2.53, -2.22)
H (-4.07, -1.08, -2.61)
H (-5.32, -1.02, -1.36)
H (-2.76, -2.68, -1.18)
H (-5.07, -2.24, 0.77)
H (-3.55, -3.00, 1.25)
H (-4.58, -3.77, 0.03)
H (-4.57, 0.28, 0.66)
H (-1.90, 2.72, 2.11)
H (-4.04, 3.25, -0.02)
H (-2.32, 3.57, -0.26)
H (-3.22, 4.48, 0.96)
H (-4.90, 2.15, 2.06)
H (-4.04, 3.26, 3.12)
H (-3.78, 1.52, 3.28)
H (-0.06, 2.08, 1.64)
H (2.14, 4.10, -2.39)
H (0.44, 5.17, -0.56)
H (0.64, 3.98, 2.23)
H (-0.87, 4.20, 1.33)
H (0.12, 5.58, 1.75)
H (2.93, 4.32, 0.99)
H (2.29, 5.96, 0.96)
H (2.91, 5.23, -0.52)
H (3.38, 2.46, -3.60)
H (1.00, 1.29, -5.07)
H (2.39, 2.12, -5.75)
H (1.26, 3.01, -4.74)
H (2.73, -0.44, -4.15)
H (4.02, 0.15, -3.02)
H (4.06, 0.53, -4.72)
H (3.05, -1.31, 3.40)
H (1.61, 2.23, 2.93)
H (0.28, 0.33, 4.91)
H (-0.58, 1.21, 3.65)
H (0.21, 2.09, 4.96)
H (2.81, 0.43, 5.08)
H (2.79, 2.19, 5.06)
H (3.75, 1.30, 3.87)
H (3.66, -3.05, 1.81)
H (0.91, -4.36, 1.79)
H (1.73, -3.74, 3.23)
H (2.43, -5.08, 2.31)
H (2.03, -3.95, -0.60)
H (3.42, -4.74, 0.11)
H (3.60, -3.16, -0.64)
S (0.79, -3.64, -3.42)
C (-0.13, -3.99, -2.02)
C (-0.78, -5.24, -1.89)
C (-1.37, -5.60, -0.71)
C (-1.35, -4.71, 0.37)
C (-0.79, -3.48, 0.19)
N (-0.21, -3.09, -0.99)
H (-0.75, -5.91, -2.74)
H (-1.83, -6.57, -0.61)
H (-1.78, -4.97, 1.33)
H (-0.78, -2.76, 0.99)
O (-1.20, 0.77, -2.52)
Cl (-1.06, -0.27, -3.54)
O (-1.64, 0.03, -4.79)
O (-1.57, -1.49, -2.90)
O (0.41, -0.50, -3.60)
O (2.22, -1.63, -1.87)
H (1.92, -2.43, -2.51)
H (2.81, -1.07, -2.39)

For the energy relative to the best compared isomer or geometry (same formula, charge and spin), the calculation gives 55.18 kJ/mol. The HOMO-LUMO gap comes out at 7.6 eV. Its charge is +1. As for the multiplicity: 1.

# 2
C3H2N2O2 | ωB97M-V/def2-TZVPD

CARTESIAN COORDINATES (ANGSTROEM)
N (1.83, 0.60, -1.66)
C (0.79, 0.03, -1.35)
O (0.45, 0.11, 1.34)
C (-0.75, 0.03, 1.46)
O (-1.64, -0.56, 0.63)
C (-0.23, -0.74, -1.14)
N (-1.20, -1.27, -0.56)
H (2.07, 1.36, -1.02)
H (-1.31, 0.42, 2.31)

For the energy relative to the best compared isomer or geometry (same formula, charge and spin), the calculation gives 413.67 kJ/mol. The HOMO-LUMO gap comes out at 8.3 eV. As for the SMILES: N=C=C=NOC=O. As for the multiplicity: 1.

# 3
CCsF5LiO3P | ωB97M-V/def2-TZVPD

CARTESIAN COORDINATES (ANGSTROEM)
P (2.87, -0.63, 0.14)
F (3.77, 0.15, -0.93)
F (1.49, -2.30, 1.25)
F (3.70, -0.01, 1.38)
F (3.76, -1.96, 0.23)
F (2.05, -1.37, -1.11)
O (1.70, 0.48, 0.37)
O (-0.19, 1.61, 0.14)
C (0.33, 0.50, 0.07)
O (-0.27, -0.59, -0.12)
Cs (-3.84, 1.13, -0.21)
Li (0.44, -2.33, -0.26)

The HOMO-LUMO gap comes out at 7.4 eV. As for the multiplicity: 1.

# 4
C4H7N3O2 | ωB97M-V/def2-TZVPD

CARTESIAN COORDINATES (ANGSTROEM)
C (0.59, -0.35, 1.69)
N (-1.78, 0.27, 0.09)
C (-0.51, 0.63, -0.76)
C (0.14, -0.65, -1.28)
N (1.23, -0.43, -2.04)
C (-0.20, 0.88, 1.30)
N (-1.60, 0.77, 1.24)
O (-0.52, 1.66, -1.42)
O (-0.34, -1.74, -1.01)
H (-2.66, -0.16, -0.17)
H (1.68, -1.21, -2.50)
H (1.43, 0.51, -2.34)
H (0.12, 1.79, 1.81)
H (0.65, -0.42, 2.78)
H (0.15, -1.27, 1.31)
H (1.61, -0.27, 1.31)

For the energy relative to the best compared isomer or geometry (same formula, charge and spin), the calculation gives 400.69 kJ/mol. The HOMO-LUMO gap (spin up / spin down) comes out at 7.5 / 7.5 eV. As for the SMILES: C/C=N\NC(=O)C(N)=O. As for the multiplicity: 1.

# 5
C58H126N6O8 | ωB97M-V/def2-TZVPD

CARTESIAN COORDINATES (ANGSTROEM)
C (-6.65, -0.33, -0.65)
C (-5.11, -0.25, -0.76)
C (-4.48, -1.50, -1.44)
C (-4.72, -1.44, -2.98)
C (-4.09, -0.11, -3.54)
C (-4.54, 1.17, -2.82)
N (-4.57, 1.02, -1.36)
O (-4.86, 2.22, -0.70)
C (-3.45, 2.25, -3.12)
C (-5.84, 1.64, -3.48)
C (-4.58, -0.35, 0.75)
H (-7.12, -0.28, -1.64)
H (-6.86, 0.53, -0.01)
H (-6.92, -1.25, -0.15)
H (-3.45, -1.75, -1.17)
H (-5.03, -2.41, -1.20)
H (-5.77, -1.62, -3.22)
H (-4.27, -2.33, -3.43)
H (-4.50, -0.15, -4.55)
H (-3.01, -0.27, -3.54)
H (-3.08, 2.20, -4.15)
H (-3.81, 3.27, -2.96)
H (-2.58, 2.16, -2.47)
H (-6.50, 0.78, -3.52)
H (-6.32, 2.37, -2.82)
H (-5.70, 2.13, -4.45)
H (-4.81, -1.31, 1.20)
H (-4.88, 0.39, 1.49)
H (-3.49, -0.37, 0.71)
H (-3.97, 2.49, -0.43)
C (3.61, 4.99, 3.18)
C (4.46, 4.12, 2.31)
C (5.79, 3.85, 3.10)
C (6.68, 2.77, 2.41)
C (5.80, 1.53, 2.57)
C (4.46, 1.57, 1.73)
N (3.75, 2.86, 2.02)
O (2.51, 3.01, 1.54)
C (4.75, 1.42, 0.18)
C (3.66, 0.32, 2.35)
C (4.80, 4.88, 0.97)
H (4.13, 5.91, 3.44)
H (3.28, 4.63, 4.15)
H (2.65, 5.26, 2.73)
H (6.55, 4.63, 3.12)
H (5.63, 3.53, 4.13)
H (7.64, 2.76, 2.93)
H (6.83, 2.99, 1.36)
H (5.61, 1.28, 3.62)
H (6.38, 0.68, 2.20)
H (5.61, 2.06, -0.03)
H (5.18, 0.44, -0.05)
H (3.86, 1.64, -0.40)
H (2.67, 0.12, 1.93)
H (4.20, -0.61, 2.52)
H (3.55, 0.52, 3.41)
H (4.08, 5.58, 0.56)
H (5.03, 4.24, 0.12)
H (5.73, 5.41, 1.14)
H (2.03, 2.73, 2.33)
C (1.73, 0.45, -4.33)
C (0.52, -0.16, -5.10)
C (-0.56, 0.91, -5.15)
C (-1.69, 0.64, -6.13)
C (-1.04, 0.35, -7.54)
C (0.06, -0.72, -7.58)
N (1.03, -0.46, -6.47)
O (2.06, -1.33, -6.43)
C (-0.58, -2.10, -7.58)
C (0.89, -0.55, -8.93)
C (-0.08, -1.38, -4.33)
H (1.40, 0.48, -3.29)
H (2.01, 1.46, -4.63)
H (2.66, -0.11, -4.29)
H (-1.12, 1.02, -4.23)
H (-0.13, 1.88, -5.42)
H (-2.31, 1.54, -6.18)
H (-2.27, -0.22, -5.80)
H (-0.60, 1.33, -7.72)
H (-1.81, 0.21, -8.29)
H (-1.40, -2.09, -6.86)
H (-0.99, -2.39, -8.54)
H (0.10, -2.92, -7.35)
H (1.38, 0.42, -8.91)
H (1.65, -1.32, -9.07)
H (0.22, -0.57, -9.79)
H (-0.13, -1.26, -3.25)
H (0.46, -2.32, -4.44)
H (-1.08, -1.69, -4.66)
H (2.71, -1.02, -7.06)
C (-0.16, -5.02, -0.79)
C (1.35, -5.10, -1.23)
C (1.44, -4.16, -2.52)
C (2.78, -3.58, -2.87)
C (3.43, -2.97, -1.61)
C (3.53, -3.97, -0.46)
N (2.20, -4.53, -0.19)
O (2.16, -5.19, 1.08)
C (4.63, -5.08, -0.76)
C (3.99, -3.06, 0.78)
C (1.79, -6.51, -1.60)
H (-0.43, -3.97, -0.73)
H (-0.37, -5.50, 0.17)
H (-0.78, -5.59, -1.49)
H (1.23, -4.68, -3.45)
H (0.78, -3.31, -2.42)
H (2.62, -2.90, -3.70)
H (3.35, -4.44, -3.23)
H (2.79, -2.17, -1.23)
H (4.37, -2.61, -2.02)
H (5.65, -4.75, -0.55)
H (4.53, -5.94, -0.10)
H (4.60, -5.53, -1.75)
H (4.98, -2.73, 0.48)
H (3.36, -2.23, 1.11)
H (4.19, -3.67, 1.67)
H (1.06, -6.83, -2.34)
H (1.70, -7.11, -0.69)
H (2.81, -6.60, -1.96)
H (2.61, -6.00, 0.83)
C (-3.09, 1.46, 3.85)
C (-2.26, 2.62, 3.29)
C (-2.86, 2.94, 1.91)
C (-2.42, 4.34, 1.39)
C (-2.84, 5.42, 2.39)
C (-2.16, 5.17, 3.80)
N (-2.34, 3.77, 4.22)
O (-1.91, 3.59, 5.52)
C (-0.67, 5.56, 3.64)
C (-2.92, 6.18, 4.79)
C (-0.80, 2.05, 3.23)
H (-4.17, 1.63, 3.91)
H (-2.83, 1.37, 4.90)
H (-3.06, 0.51, 3.31)
H (-2.53, 2.36, 1.05)
H (-3.94, 2.84, 1.92)
H (-2.88, 4.59, 0.44)
H (-1.38, 4.48, 1.08)
H (-3.92, 5.43, 2.55)
H (-2.65, 6.39, 1.94)
H (0.00, 4.94, 3.05)
H (-0.62, 6.58, 3.25)
H (-0.22, 5.65, 4.64)
H (-2.62, 7.19, 4.49)
H (-3.99, 6.00, 4.86)
H (-2.51, 6.05, 5.79)
H (-0.05, 2.81, 3.01)
H (-0.73, 1.30, 2.44)
H (-0.51, 1.59, 4.17)
H (-2.66, 3.19, 5.96)
C (0.35, -1.03, 4.43)
C (0.61, -2.59, 4.53)
C (0.30, -3.17, 5.94)
C (-1.22, -3.34, 6.20)
C (-1.91, -4.26, 5.15)
C (-1.53, -3.87, 3.65)
N (-0.04, -3.41, 3.54)
O (0.52, -3.28, 2.19)
C (-1.85, -5.17, 2.80)
C (-2.36, -2.61, 3.21)
C (2.15, -2.87, 4.33)
H (0.41, -0.59, 3.43)
H (0.90, -0.45, 5.17)
H (-0.71, -0.92, 4.67)
H (0.70, -4.19, 5.99)
H (0.68, -2.53, 6.73)
H (-1.63, -2.34, 6.03)
H (-1.49, -3.72, 7.19)
H (-2.95, -3.98, 5.34)
H (-1.95, -5.31, 5.44)
H (-1.05, -5.90, 2.90)
H (-2.78, -5.71, 3.00)
H (-1.84, -4.78, 1.78)
H (-1.99, -2.23, 2.26)
H (-3.38, -2.86, 2.92)
H (-2.40, -1.89, 4.03)
H (2.65, -2.37, 5.16)
H (2.72, -2.49, 3.48)
H (2.35, -3.93, 4.47)
H (1.08, -4.05, 2.09)
C (0.57, 3.03, -1.14)
C (1.17, 4.46, -1.13)
O (2.49, 4.57, -1.68)
H (1.09, 2.36, -0.46)
H (0.61, 2.58, -2.13)
H (-0.47, 3.15, -0.83)
H (1.07, 4.74, -0.09)
H (0.53, 5.19, -1.64)
H (3.03, 4.00, -1.12)
C (0.44, -0.76, -0.17)
C (-0.85, -0.05, -0.15)
O (-1.39, 0.15, -1.46)
H (0.81, -0.95, 0.84)
H (1.19, -0.06, -0.52)
H (0.40, -1.70, -0.71)
H (-0.88, 0.93, 0.32)
H (-1.53, -0.71, 0.39)
H (-2.27, 0.53, -1.44)

For the energy relative to the best compared isomer or geometry (same formula, charge and spin), the calculation gives 528.36 kJ/mol. The HOMO-LUMO gap comes out at 8.3 eV. As for the SMILES: CC1(C)CCCC(C)(C)N1O.CC1(C)CCCC(C)(C)N1O.CC1(C)CCCC(C)(C)N1O.CC1(C)CCCC(C)(C)N1O.CC1(C)CCCC(C)(C)N1O.CC1(C)CCCC(C)(C)N1O.CCO.CCO. As for the multiplicity: 1.

# 6
C5H13S2 | ωB97M-V/def2-TZVPD

CARTESIAN COORDINATES (ANGSTROEM)
C (1.14, 1.16, -2.75)
C (0.36, 0.24, -1.83)
S (-0.85, -0.84, -2.65)
C (-1.49, -1.73, -1.17)
H (1.84, 1.80, -2.18)
H (0.45, 1.79, -3.33)
H (1.78, 0.57, -3.41)
H (-0.21, 0.79, -1.04)
H (1.05, -0.47, -1.33)
H (-0.78, -2.50, -0.85)
H (-1.67, -1.10, -0.29)
H (-2.42, -2.21, -1.52)
C (0.27, 1.01, 3.18)
C (-0.12, -0.29, 2.49)
S (0.95, -0.99, 1.21)
H (0.43, 1.80, 2.43)
H (1.18, 0.86, 3.81)
H (-0.49, 1.32, 3.91)
H (-1.14, -0.17, 2.06)
H (-0.29, -1.06, 3.26)

For the energy relative to the best compared isomer or geometry (same formula, charge and spin), the calculation gives 61.03 kJ/mol. The HOMO-LUMO gap comes out at 5.7 eV. Its charge is -1. As for the multiplicity: 1.

# 7
C15H22ClNO2 | ωB97M-V/def2-TZVPD

CARTESIAN COORDINATES (ANGSTROEM)
Cl (4.57, 2.02, 0.04)
C (3.62, 0.58, -0.09)
C (3.75, -0.22, -1.22)
C (2.99, -1.37, -1.30)
C (2.10, -1.72, -0.30)
C (1.96, -0.90, 0.82)
C (2.74, 0.26, 0.92)
H (2.64, 0.88, 1.79)
O (1.12, -1.13, 1.85)
C (0.09, -2.08, 1.70)
C (-1.01, -1.73, 2.71)
C (-1.65, -0.38, 2.38)
C (-2.58, -0.42, 1.16)
C (-2.31, 0.75, 0.21)
N (-0.96, 0.64, -0.33)
C (-0.22, 1.88, -0.45)
C (-0.64, 2.70, -1.68)
H (-1.69, 3.03, -1.56)
O (-0.51, 1.94, -2.86)
C (-1.27, 0.76, -2.79)
C (-0.87, -0.09, -1.58)
H (0.17, -0.41, -1.70)
H (-1.51, -0.98, -1.53)
H (-2.34, 1.01, -2.74)
H (-1.08, 0.22, -3.72)
H (0.00, 3.58, -1.80)
H (0.84, 1.62, -0.56)
H (-0.34, 2.47, 0.46)
H (-2.39, 1.68, 0.77)
H (-3.08, 0.76, -0.57)
H (-2.43, -1.36, 0.62)
H (-3.62, -0.39, 1.48)
H (-0.83, 0.32, 2.18)
H (-2.19, -0.02, 3.25)
H (-1.76, -2.52, 2.72)
H (-0.55, -1.68, 3.70)
H (0.47, -3.09, 1.89)
H (-0.32, -2.03, 0.69)
H (1.53, -2.63, -0.39)
H (3.08, -2.01, -2.17)
H (4.44, 0.05, -2.01)

For the energy relative to the best compared isomer or geometry (same formula, charge and spin), the calculation gives 12.00 kJ/mol. The HOMO-LUMO gap comes out at 8.9 eV. As for the SMILES: Clc1cccc(OCCCCCN2CCOCC2)c1. As for the multiplicity: 1.

# 8
C3H4BrF | ωB97M-V/def2-TZVPD

CARTESIAN COORDINATES (ANGSTROEM)
C (1.90, 0.37, -0.88)
C (0.57, -0.16, -0.87)
C (-0.88, -1.42, -0.42)
F (-1.83, -0.59, 0.07)
Br (3.31, -0.22, 0.19)
H (2.13, 1.40, -1.39)
H (0.09, 0.58, -1.48)
H (-0.60, -2.25, 0.39)
H (-1.26, -1.78, -1.33)

For the energy relative to the best compared isomer or geometry (same formula, charge and spin), the calculation gives 309.79 kJ/mol. The HOMO-LUMO gap comes out at 10.0 eV. As for the multiplicity: 1.

Number 1: calculated total energy -2941.10600 hartree. Number 2: calculated total energy -375.35397 hartree. Number 3: calculated total energy -1132.44991 hartree. Number 4: calculated total energy -471.25042 hartree. Number 5: calculated total energy -3215.51414 hartree. Number 6: calculated total energy -994.68959 hartree. Number 7: calculated total energy -1250.17397 hartree. Number 8: calculated total energy -2790.44589 hartree.